14
Properties=species:S:1:pos:R:3:forces:R:3:nbo_charge:R:1 method="wB97M-V/def2-TZVPD" charge=-1 e_lumo_ev=3.40 homo_energy_ev=-4.07 mol_weight_g_mol=116.096 e_above_lowest_ev=2.630
O 2.441 -2.216 -0.098 0.253 -0.037 0.133 -0.779
C 2.073 -1.104 -0.523 -0.703 -0.246 -0.179 0.766
O 2.375 -0.520 -1.584 0.187 0.198 -0.162 -0.795
C 1.023 -0.353 0.366 0.683 -0.500 0.265 -0.506
C -0.185 0.072 -0.449 0.275 0.361 -0.533 -0.511
C -1.150 0.907 0.380 3.434 -3.004 1.471 0.565
N -2.459 0.249 0.407 1.370 2.475 -1.080 -0.749
O -0.780 1.886 0.964 -0.707 1.112 0.784 -0.589
H 1.578 0.494 0.777 -0.381 0.195 0.058 0.209
H 0.756 -1.034 1.178 -0.117 0.155 0.016 0.198
H 0.221 0.645 -1.289 -0.082 0.145 0.047 0.251
H -0.673 -0.803 -0.873 -0.134 -0.009 0.102 0.216
H -3.003 0.744 1.117 -0.100 0.383 -0.176 0.346
H -2.217 1.033 -0.374 -3.979 -1.227 -0.745 0.379